[1]
The following is a DFT calculation (the ωB97M-V functional and the def2-TZVPD basis) of 3 unconnected molecules or ions with the total composition C15H32NO6 in a non-equilibrium geometry.

Results
**E_tot**: -29842.904 eV
**Total charge**: -1
**E_LUMO**: 2.6 eV
**ΔE to the lowest compared entry with this formula, charge and spin**: 388.4 kJ/mol

Each line ends with the natural charge from an NBO analysis.
Element x y z (Å)
1 C 5.21 1.29 -0.51  -0.65
2 C 3.56 1.26 -0.38  -0.07
3 O 2.93 2.57 -0.56  -0.59
4 C 1.66 2.58 0.17  -0.11
5 C 0.44 3.36 -0.66  -0.48
6 C -0.41 2.37 -1.66  -0.26
7 N 0.44 1.20 -2.17  -0.95
8 C -1.64 1.59 -0.83  -0.14
9 O -2.75 2.50 -0.50  -0.58
10 C -3.74 1.61 0.19  -0.29
11 H 5.60 0.18 -0.68  0.20
12 H 5.61 1.64 0.54  0.20
13 H 5.60 1.97 -1.40  0.22
14 H 3.31 0.93 0.74  0.17
15 H 3.14 0.50 -1.17  0.18
16 H 1.76 3.17 1.20  0.15
17 H 1.23 1.49 0.40  0.17
18 H -0.32 3.74 0.17  0.20
19 H 0.92 4.22 -1.29  0.19
20 H 1.34 1.53 -2.58  0.35
21 H 0.57 0.47 -1.44  0.30
22 H -1.24 1.14 0.19  0.10
23 H -2.02 0.75 -1.59  0.16
24 H -3.61 0.49 -0.12  0.17
25 H -4.84 1.94 -0.09  0.17
26 H -3.52 1.66 1.35  0.19
27 O 0.19 -2.43 -1.34  -0.58
28 C 0.40 -2.76 -2.51  0.80
29 O 0.50 -4.07 -2.84  -0.52
30 C 0.55 -4.56 -4.19  -0.06
31 C 1.97 -4.55 -4.71  -0.64
32 C 0.65 -1.72 -3.56  -0.77
33 H -0.14 -4.02 -4.84  0.18
34 H 0.20 -5.60 -4.15  0.19
35 H 2.37 -3.53 -4.76  0.22
36 H 2.02 -4.98 -5.72  0.21
37 H 2.63 -5.12 -4.05  0.21
38 H 1.70 -1.42 -3.53  0.24
39 H 0.02 -0.86 -3.36  0.31
40 H 0.40 -2.05 -4.57  0.20
41 O -3.83 2.34 3.94  -0.57
42 C -3.18 1.44 4.46  0.79
43 O -2.01 1.04 3.92  -0.50
44 C -1.09 0.12 4.54  -0.07
45 C -1.47 -1.31 4.25  -0.64
46 C -3.72 0.69 5.65  -0.74
47 H -1.00 0.32 5.61  0.17
48 H -0.10 0.33 4.11  0.21
49 H -2.45 -1.56 4.65  0.20
50 H -0.74 -2.00 4.68  0.21
51 H -1.52 -1.48 3.17  0.24
52 H -4.41 -0.08 5.30  0.24
53 H -4.26 1.40 6.28  0.24
54 H -2.95 0.24 6.27  0.21

---

[2]
The following is a DFT calculation (the ωB97M-V functional and the def2-TZVPD basis) of a gas-phase ion, C15H33ClF3N7O4PS (charge +1) in a non-equilibrium geometry.

Results
**E_tot**: -75503.156 eV
**Total charge**: +1
**SMILES string**: COCCCCCN1C(N(N)CCC(F)(F)F)=[N+](CN)[C@](CN)(S(C)(=O)=O)[C@@]1(N)P(O)Cl
**E_LUMO**: -2.7 eV

Each line ends with the natural charge from an NBO analysis.
Element x y z (Å)
1 C 3.36 3.93 -0.05  -0.25
2 O 2.69 5.15 -0.27  -0.52
3 C 1.34 5.13 0.13  -0.06
4 C 0.43 4.31 -0.78  -0.44
5 C 0.10 2.89 -0.27  -0.40
6 C -0.49 2.02 -1.36  -0.41
7 C -1.00 0.64 -0.95  -0.24
8 N -0.24 -0.06 0.16  -0.52
9 C 0.00 -1.37 -0.32  0.77
10 N 1.13 -1.69 -0.90  -0.22
11 N 1.30 -3.02 -1.35  -0.62
12 C 2.27 -0.77 -1.07  -0.23
13 C 2.76 -0.76 -2.51  -0.51
14 C 4.14 -0.10 -2.66  0.99
15 F 5.02 -0.94 -3.32  -0.32
16 F 4.06 1.07 -3.39  -0.32
17 F 4.70 0.20 -1.44  -0.33
18 N -1.05 -2.19 -0.10  -0.46
19 C -1.49 -3.37 -0.85  -0.07
20 N -1.90 -3.05 -2.20  -0.84
21 C -1.76 -1.73 1.09  -0.04
22 C -1.59 -2.82 2.21  -0.30
23 N -0.25 -3.37 2.24  -0.86
24 S -3.55 -1.59 0.73  2.17
25 C -4.24 -0.95 2.22  -0.90
26 O -4.04 -2.94 0.56  -0.93
27 O -3.73 -0.65 -0.35  -0.93
28 C -1.04 -0.34 1.37  0.01
29 N -1.93 0.77 1.63  -0.87
30 P 0.30 -0.47 2.74  1.10
31 O -0.87 -0.45 3.89  -1.02
32 Cl 0.75 1.54 2.78  -0.31
33 H 3.11 3.21 -0.82  0.15
34 H 4.43 4.13 -0.09  0.20
35 H 3.10 3.51 0.93  0.16
36 H 1.26 4.76 1.16  0.15
37 H 1.02 6.17 0.14  0.20
38 H -0.52 4.84 -0.86  0.21
39 H 0.85 4.25 -1.78  0.22
40 H -0.62 3.02 0.54  0.18
41 H 0.99 2.44 0.18  0.21
42 H 0.21 1.95 -2.19  0.20
43 H -1.36 2.55 -1.74  0.23
44 H -0.95 -0.02 -1.81  0.19
45 H -2.04 0.71 -0.67  0.27
46 H 2.28 -3.24 -1.30  0.38
47 H 1.03 -3.07 -2.32  0.37
48 H 2.00 0.22 -0.74  0.26
49 H 3.04 -1.12 -0.38  0.23
50 H 2.06 -0.17 -3.11  0.25
51 H 2.84 -1.75 -2.94  0.24
52 H -2.31 -3.81 -0.30  0.24
53 H -0.70 -4.12 -0.87  0.22
54 H -2.05 -2.07 -2.38  0.38
55 H -1.34 -3.48 -2.91  0.37
56 H -1.89 -2.40 3.16  0.23
57 H -2.32 -3.59 1.97  0.24
58 H -0.24 -4.35 2.02  0.39
59 H 0.23 -3.20 3.10  0.38
60 H -3.58 -1.09 3.08  0.25
61 H -4.41 0.11 2.07  0.27
62 H -5.17 -1.47 2.37  0.28
63 H -1.41 1.63 1.51  0.40
64 H -2.23 0.74 2.60  0.39
65 H -0.48 -0.26 4.75  0.52

---

[3]
The following is a DFT calculation (the ωB97M-V functional and the def2-TZVPD basis) of a molecular structure, C15H33ClIN2NbO3P in a non-equilibrium geometry.

Results
**E_tot**: -56675.462 eV
**Total charge**: -1
**E_LUMO**: 2.5 eV

Each line ends with the natural charge from an NBO analysis.
Element x y z (Å)
1 C 4.88 -1.30 0.30  -0.74
2 C 4.63 -0.85 -1.12  0.72
3 O 5.02 0.21 -1.52  -0.53
4 N 3.96 -1.77 -2.02  -0.69
5 C 2.68 -2.31 -1.51  -0.21
6 C 1.73 -1.20 -1.03  -0.44
7 C 0.35 -1.25 -1.68  -0.38
8 C -0.36 0.11 -1.72  -0.88
9 Nb -1.70 0.85 -0.09  1.19
10 I -3.56 1.79 1.90  -0.45
11 C -1.84 2.79 -1.30  -0.91
12 C -1.72 4.07 -0.54  0.15
13 N -1.28 5.18 -0.97  -0.66
14 C -2.24 -1.28 0.43  -0.82
15 C -1.12 -1.92 1.28  -0.26
16 C -0.83 -3.38 0.89  -0.61
17 C -1.49 -1.83 2.76  -0.60
18 C -0.32 1.49 1.56  -0.90
19 C 1.10 1.82 1.12  -0.15
20 C 1.48 3.27 1.34  -0.63
21 Cl 2.30 0.78 2.04  -0.16
22 P -3.95 0.56 -1.37  1.12
23 O -5.03 1.76 -1.12  -1.02
24 O -4.79 -0.75 -0.86  -1.01
25 H 4.10 -1.97 0.68  0.22
26 H 5.84 -1.83 0.33  0.23
27 H 4.94 -0.43 0.95  0.25
28 H 4.60 -2.55 -2.16  0.36
29 H 2.24 -2.87 -2.33  0.20
30 H 2.85 -3.03 -0.69  0.16
31 H 1.63 -1.27 0.05  0.22
32 H 2.19 -0.23 -1.25  0.21
33 H 0.49 -1.61 -2.71  0.18
34 H -0.27 -2.00 -1.20  0.20
35 H 0.37 0.88 -2.00  0.21
36 H -1.07 0.09 -2.56  0.24
37 H -2.80 2.83 -1.83  0.25
38 H -1.07 2.76 -2.08  0.22
39 H -2.03 4.06 0.51  0.17
40 H -1.01 5.08 -1.95  0.31
41 H -2.42 -1.84 -0.49  0.22
42 H -3.20 -1.31 0.96  0.22
43 H -0.19 -1.35 1.16  0.21
44 H -0.81 -4.03 1.77  0.20
45 H 0.13 -3.49 0.39  0.20
46 H -1.59 -3.77 0.20  0.21
47 H -1.63 -0.79 3.08  0.22
48 H -2.44 -2.35 2.93  0.20
49 H -0.74 -2.30 3.40  0.19
50 H -0.77 2.39 2.00  0.24
51 H -0.32 0.77 2.38  0.26
52 H 1.29 1.55 0.08  0.21
53 H 0.93 3.89 0.63  0.23
54 H 2.55 3.43 1.18  0.21
55 H 1.23 3.57 2.35  0.21
56 H -5.77 1.52 -0.54  0.49
57 H -5.13 -0.66 0.04  0.48

---

Per-record frontier orbital gap, eV: 3.515; 9.147; 6.598
Per-record HOMO, eV: -0.96; -11.85; -4.07